{"formula": "C6H9N", "method": "ωB97M-V/def2-TZVPD", "symbols": ["N", "C", "C", "C", "C", "C", "C", "H", "H", "H", "H", "H", "H", "H", "H", "H"], "positions_angstrom": [[1.0863, 1.0907, -0.1415], [-1.3864, 1.5362, -0.2767], [-0.1807, -0.7666, -0.0085], [1.2500, -1.1684, 0.2967], [2.0056, 0.1496, 0.1102], [-0.1943, 0.6622, -0.1836], [-1.2015, -1.6183, 0.1825], [-1.0414, -2.6952, 0.2268], [1.7117, -1.9553, -0.3202], [-1.8446, 1.7448, 0.7024], [0.9221, -1.6676, 1.3050], [-1.1412, 2.4921, -0.7483], [1.3248, 2.0673, -0.3312], [3.0580, 0.3562, -0.0493], [-2.2179, -1.2732, 0.1271], [-2.1507, 1.0454, -0.8913]], "forces_ev_per_angstrom": [[-0.1, 0.3, -0.1], [-0.1, 0.1, -0.1], [-0.2, 0.3, 0.0], [-0.3, -0.4, 0.7], [0.1, -0.6, 0.9], [-0.3, -0.6, 0.0], [-0.5, -0.1, -0.7], [0.0, 0.3, 0.2], [-0.4, 0.1, 0.1], [0.1, 0.0, -0.1], [2.3, 1.2, -1.1], [-0.1, 0.0, 0.0], [-0.1, -0.6, 0.1], [-0.3, -0.2, 0.1], [-0.3, 0.0, 0.0], [0.1, 0.1, 0.1]], "lowdin_charge": [0.038, -0.049, -0.312, -0.119, -0.113, -0.291, 0.000, 0.054, 0.111, 0.082, 0.152, 0.072, 0.172, 0.089, 0.034, 0.079], "gap_ha": [0.2573, 0.2551], "homo_ev": [-6.09, -6.09], "largest_force_ha_per_bohr": 0.054, "e_above_lowest_kcal_mol": 71.3, "lumo_ev": [0.9121, 0.8483]}